DFT (the ωB97M-V functional and the def2-TZVPD basis) results for 2 unconnected molecules or ions with the total composition C20H42IO5P at a distorted geometry.

Summary:
**Net charge**: 0
**Structure (SMILES)**: CCCCCCC[C@@H](COCP(C)O)O[C@H](I)CCCOC.C1CCOC1
**Orbital gap**: 0.3203 hartree
**2S+1**: 1

Cartesian coordinates (Å):
1 C 5.681 -0.862 0.868
2 C 5.827 -1.537 -0.544
3 C 4.708 -1.073 -1.548
4 C 4.896 0.413 -2.021
5 C 3.695 1.331 -1.575
6 C 2.320 0.799 -2.111
7 C 1.281 1.955 -2.406
8 C 0.358 2.194 -1.159
9 C 0.686 3.631 -0.581
10 O 0.517 3.524 0.855
11 C 1.831 3.348 1.404
12 P 1.810 2.676 3.150
13 C 3.647 2.323 3.454
14 O 1.072 1.128 3.158
15 O -1.029 2.216 -1.454
16 C -1.615 0.945 -1.307
17 I -3.695 1.203 -1.990
18 C -1.702 0.453 0.175
19 C -2.615 -0.811 0.328
20 C -1.945 -1.908 1.232
21 O -2.260 -3.219 0.743
22 C -1.295 -4.092 1.336
23 H 5.818 -1.637 1.649
24 H 4.661 -0.436 0.947
25 H 6.446 -0.074 1.026
26 H 6.835 -1.377 -0.975
27 H 5.686 -2.631 -0.402
28 H 3.739 -1.253 -1.036
29 H 4.736 -1.749 -2.425
30 H 5.847 0.788 -1.593
31 H 4.902 0.422 -3.132
32 H 3.744 1.339 -0.460
33 H 3.877 2.372 -1.920
34 H 2.537 0.210 -3.024
35 H 1.917 0.111 -1.338
36 H 1.905 2.839 -2.666
37 H 0.728 1.694 -3.331
38 H 0.657 1.485 -0.364
39 H 1.693 3.979 -0.868
40 H -0.124 4.307 -0.923
41 H 2.396 4.302 1.323
42 H 2.349 2.588 0.756
43 H 3.957 1.501 2.771
44 H 3.818 2.096 4.517
45 H 4.180 3.233 3.106
46 H 1.504 0.672 3.887
47 H -1.189 0.181 -1.985
48 H -1.947 1.280 0.866
49 H -0.672 0.120 0.457
50 H -3.555 -0.492 0.820
51 H -2.805 -1.321 -0.640
52 H -2.283 -1.797 2.290
53 H -0.835 -1.810 1.250
54 H -1.299 -3.965 2.441
55 H -1.543 -5.152 1.123
56 H -0.277 -3.900 0.929
57 C -6.121 -1.809 -0.973
58 C -6.389 -2.451 0.376
59 C -7.408 -1.499 0.978
60 O -8.153 -0.948 -0.115
61 C -7.493 -1.275 -1.345
62 H -5.718 -2.498 -1.715
63 H -5.416 -0.982 -0.857
64 H -6.837 -3.439 0.235
65 H -5.498 -2.567 0.993
66 H -6.918 -0.672 1.503
67 H -8.090 -1.995 1.671
68 H -8.091 -2.037 -1.857
69 H -7.443 -0.388 -1.979

---

DFT (the ωB97M-V functional and the def2-TZVPD basis) results for a molecular structure, C20H43AlN2OP3 at a distorted geometry.

Summary:
**Net charge**: +3
**Orbital gap**: 0.1888 hartree
**2S+1**: 1

Cartesian coordinates (Å):
1 Al 0.496 0.195 0.197
2 P -2.392 2.142 0.918
3 P -0.297 -0.949 2.166
4 P 0.114 1.293 -1.929
5 H 0.487 -7.657 -2.875
6 C 1.158 -7.150 -3.576
7 C 2.452 -6.928 -3.317
8 H 2.942 -7.287 -2.408
9 C -3.989 1.673 0.282
10 C -2.425 2.205 2.704
11 C -1.923 3.756 0.317
12 C 0.624 -2.521 2.281
13 C 0.045 -0.222 3.801
14 C -2.029 -1.520 2.286
15 C 1.171 0.477 -3.174
16 C 0.616 3.036 -2.147
17 C -1.539 1.223 -2.702
18 H 0.716 -6.855 -4.537
19 H 3.091 -6.422 -4.049
20 H -4.748 2.412 0.581
21 H -4.264 0.687 0.685
22 H -3.951 1.609 -0.815
23 H -3.019 3.075 3.022
24 H -1.409 2.312 3.097
25 H -2.865 1.290 3.117
26 H -2.689 4.123 -0.377
27 H -0.967 3.700 -0.212
28 H -1.828 4.472 1.144
29 H 0.430 -2.953 3.271
30 H 1.699 -2.343 2.162
31 H 0.295 -3.222 1.506
32 H -0.742 -0.531 4.501
33 H 0.087 0.871 3.765
34 H 1.012 -0.595 4.157
35 H -2.117 -2.199 3.145
36 H -2.295 -2.068 1.375
37 H -2.723 -0.681 2.414
38 H 1.213 1.139 -4.049
39 H 0.755 -0.496 -3.459
40 H 2.183 0.327 -2.779
41 H 1.125 3.124 -3.115
42 H 1.317 3.343 -1.363
43 H -0.258 3.696 -2.142
44 H -1.423 1.267 -3.792
45 H -2.159 2.062 -2.370
46 H -2.027 0.279 -2.438
47 C 1.242 -2.146 -1.088
48 C -0.119 -2.478 -1.319
49 C -0.430 -3.536 -2.163
50 C 0.605 -4.221 -2.795
51 C 1.942 -3.959 -2.497
52 C 2.276 -2.922 -1.639
53 O 1.623 -1.070 -0.368
54 H -1.418 1.135 0.472
55 H -0.932 -1.914 -0.843
56 H -1.472 -3.827 -2.325
57 H 0.370 -5.021 -3.485
58 H 2.727 -4.588 -2.905
59 H 3.303 -2.669 -1.402
60 C 3.091 4.368 2.156
61 N 1.765 3.753 2.311
62 C 0.788 4.379 3.229
63 C 1.481 2.691 1.640
64 N 1.288 1.688 1.038
65 H 3.140 5.217 2.842
66 H 3.242 4.694 1.116
67 H 3.872 3.633 2.391
68 H -0.112 4.697 2.681
69 H 0.487 3.665 4.012
70 H 1.291 5.242 3.672

---

Copy entry 2 word for word.
DFT (the ωB97M-V functional and the def2-TZVPD basis) results for a molecular structure, C20H43AlN2OP3 at a distorted geometry.

Summary:
**Net charge**: +3
**Orbital gap**: 0.1888 hartree
**2S+1**: 1

Cartesian coordinates (Å):
1 Al 0.496 0.195 0.197
2 P -2.392 2.142 0.918
3 P -0.297 -0.949 2.166
4 P 0.114 1.293 -1.929
5 H 0.487 -7.657 -2.875
6 C 1.158 -7.150 -3.576
7 C 2.452 -6.928 -3.317
8 H 2.942 -7.287 -2.408
9 C -3.989 1.673 0.282
10 C -2.425 2.205 2.704
11 C -1.923 3.756 0.317
12 C 0.624 -2.521 2.281
13 C 0.045 -0.222 3.801
14 C -2.029 -1.520 2.286
15 C 1.171 0.477 -3.174
16 C 0.616 3.036 -2.147
17 C -1.539 1.223 -2.702
18 H 0.716 -6.855 -4.537
19 H 3.091 -6.422 -4.049
20 H -4.748 2.412 0.581
21 H -4.264 0.687 0.685
22 H -3.951 1.609 -0.815
23 H -3.019 3.075 3.022
24 H -1.409 2.312 3.097
25 H -2.865 1.290 3.117
26 H -2.689 4.123 -0.377
27 H -0.967 3.700 -0.212
28 H -1.828 4.472 1.144
29 H 0.430 -2.953 3.271
30 H 1.699 -2.343 2.162
31 H 0.295 -3.222 1.506
32 H -0.742 -0.531 4.501
33 H 0.087 0.871 3.765
34 H 1.012 -0.595 4.157
35 H -2.117 -2.199 3.145
36 H -2.295 -2.068 1.375
37 H -2.723 -0.681 2.414
38 H 1.213 1.139 -4.049
39 H 0.755 -0.496 -3.459
40 H 2.183 0.327 -2.779
41 H 1.125 3.124 -3.115
42 H 1.317 3.343 -1.363
43 H -0.258 3.696 -2.142
44 H -1.423 1.267 -3.792
45 H -2.159 2.062 -2.370
46 H -2.027 0.279 -2.438
47 C 1.242 -2.146 -1.088
48 C -0.119 -2.478 -1.319
49 C -0.430 -3.536 -2.163
50 C 0.605 -4.221 -2.795
51 C 1.942 -3.959 -2.497
52 C 2.276 -2.922 -1.639
53 O 1.623 -1.070 -0.368
54 H -1.418 1.135 0.472
55 H -0.932 -1.914 -0.843
56 H -1.472 -3.827 -2.325
57 H 0.370 -5.021 -3.485
58 H 2.727 -4.588 -2.905
59 H 3.303 -2.669 -1.402
60 C 3.091 4.368 2.156
61 N 1.765 3.753 2.311
62 C 0.788 4.379 3.229
63 C 1.481 2.691 1.640
64 N 1.288 1.688 1.038
65 H 3.140 5.217 2.842
66 H 3.242 4.694 1.116
67 H 3.872 3.633 2.391
68 H -0.112 4.697 2.681
69 H 0.487 3.665 4.012
70 H 1.291 5.242 3.672

---

> Which value of 2S+1 does entry 2 give?

1